# C42H100N2O26S8

A cluster of 10 separate species, C42H100N2O26S8 in total (ωB97M-V/def2-TZVPD, the Open Molecules 2025 dataset).

**<S²>**: 2.0074
**Multiplicity**: 3
**Gap between HOMO and LUMO (alpha / beta)**: 8.039 / 9.668 eV

Each line ends with the Löwdin charge.
Atoms and positions in Å:
C: -4.9273 0.7721 5.2555  -0.009
C: -3.5903 1.6391 5.2795  -0.446
C: -2.4428 0.6526 5.6625  -0.114
C: -1.1016 1.4063 5.5472  -0.185
C: -0.8061 1.8968 4.1037  -0.109
C: -2.0107 2.7552 3.5478  -0.361
N: -3.3568 2.2013 3.9301  -0.174
O: -4.3394 2.7358 3.4420  -0.020
C: -1.7920 4.2506 4.0690  -0.007
C: -2.0464 2.7890 1.9396  0.004
C: -3.7846 2.7749 6.3622  -0.008
H: -4.7779 -0.0018 4.5465  0.045
H: -5.7237 1.4912 4.9738  0.090
H: -5.0312 0.3913 6.2714  0.081
H: -2.6341 0.4017 6.7188  0.123
H: -2.3495 -0.2137 4.9638  0.130
H: -0.2567 0.8098 5.9466  0.112
H: -1.0626 2.2589 6.1714  0.070
H: -0.6180 1.0632 3.3876  0.101
H: 0.0936 2.5067 3.9404  0.120
H: -2.6487 4.8838 3.8343  0.084
H: -1.6358 4.2062 5.1082  0.044
H: -0.9886 4.7361 3.5593  0.071
H: -1.9069 1.8888 1.4309  0.008
H: -3.0486 3.2219 1.7422  0.086
H: -1.2785 3.4396 1.5691  0.074
H: -4.2465 2.3867 7.2781  0.089
H: -4.2334 3.6350 5.8893  0.078
H: -2.7952 3.1751 6.6319  0.059
C: 1.7634 -6.9336 -4.4518  -0.019
C: 1.5268 -6.8405 -2.9271  -0.482
C: 2.4975 -7.7725 -2.2256  -0.142
C: 2.9115 -7.4053 -0.7630  -0.153
C: 3.3842 -5.9561 -0.8569  -0.146
C: 2.3392 -4.9578 -1.2912  -0.455
N: 1.6120 -5.4126 -2.5563  -0.160
O: 0.7697 -4.6671 -2.9711  -0.015
C: 1.3188 -4.7163 -0.2334  -0.035
C: 3.0101 -3.6173 -1.6275  -0.001
C: 0.1197 -7.2923 -2.5623  -0.019
H: 1.1937 -7.7809 -4.9469  0.101
H: 2.8803 -7.1218 -4.6141  0.095
H: 1.4871 -6.0032 -4.9566  0.073
H: 2.2392 -8.8505 -2.2525  0.131
H: 3.4725 -7.7994 -2.7470  0.109
H: 3.6122 -8.1656 -0.4763  0.105
H: 2.1018 -7.4219 -0.0440  0.097
H: 4.2411 -5.9558 -1.5346  0.120
H: 3.8780 -5.7156 0.0612  0.119
H: 0.4587 -4.1032 -0.5622  0.079
H: 0.8209 -5.6488 0.0107  0.069
H: 1.6431 -4.2662 0.7320  0.102
H: 3.2710 -3.1399 -0.6839  0.091
H: 3.8589 -3.9274 -2.2109  0.082
H: 2.4864 -2.9412 -2.2789  0.048
H: -0.0765 -8.2720 -2.9416  0.081
H: -0.6287 -6.5918 -2.8635  0.079
H: 0.1645 -7.4237 -1.5100  0.067
O: 1.7948 5.5011 -2.4012  -0.293
S: 0.9061 4.4085 -2.0330  0.574
O: 1.3426 3.3251 -1.2274  -0.262
O: -0.2879 5.1254 -1.2359  -0.263
C: -0.9451 6.2694 -1.8610  -0.256
C: -1.6677 6.9617 -0.7404  -0.068
C: 0.1978 3.8317 -3.4619  -0.129
H: -1.6812 5.9487 -2.5888  0.108
H: -0.2182 6.8897 -2.3585  0.112
H: -2.0475 7.8914 -1.1011  0.065
H: -0.9633 7.2981 0.0527  0.094
H: -2.4616 6.2898 -0.3130  0.100
H: -0.8695 3.6411 -3.3431  0.079
H: 0.9022 2.9958 -3.7119  0.072
H: 0.3119 4.6099 -4.2146  0.081
O: 5.7422 -2.1345 4.7495  -0.287
S: 5.8977 -0.8786 4.0565  0.598
O: 6.8553 -0.7405 2.9778  -0.296
O: 4.4568 -0.2648 3.6185  -0.273
C: 3.2689 -1.0547 3.9547  -0.234
C: 3.0969 -1.9985 2.8065  -0.070
C: 6.2627 0.4315 5.2003  -0.121
H: 2.4312 -0.4106 4.0396  0.103
H: 3.3208 -1.5349 4.9468  0.126
H: 3.9572 -2.6830 2.7846  0.085
H: 3.1039 -1.5553 1.8133  0.072
H: 2.1982 -2.5346 2.9422  0.066
H: 7.1710 0.0886 5.7856  0.098
H: 5.4007 0.3198 5.8743  0.066
H: 6.3228 1.4187 4.7157  0.054
O: 2.7161 -0.8106 -3.4870  -0.280
S: 1.6864 -0.4700 -4.4298  0.589
O: 0.9944 0.7773 -4.3180  -0.294
O: 2.2260 -0.5938 -5.9064  -0.239
C: 2.7044 0.5924 -6.5795  -0.242
C: 4.1456 0.4589 -6.9344  -0.055
C: 0.5112 -1.7855 -4.2662  -0.096
H: 2.5919 1.4161 -5.9032  0.103
H: 2.0931 0.6839 -7.4454  0.119
H: 4.3148 -0.1792 -7.7579  0.067
H: 4.6748 0.0286 -6.0813  0.094
H: 4.5040 1.4435 -7.1319  0.077
H: -0.1920 -1.5345 -3.4831  0.061
H: 0.9361 -2.7815 -4.0482  0.059
H: -0.0748 -1.7816 -5.1596  0.064
O: 6.9454 3.3567 3.3681  -0.300
S: 8.3776 3.6535 3.2281  0.556
O: 9.2595 3.0906 4.1796  -0.266
O: 8.7300 3.3243 1.7300  -0.279
C: 8.9754 1.9403 1.3423  -0.223
C: 9.4101 1.8709 -0.1612  -0.050
C: 8.7314 5.3523 3.1488  -0.129
H: 8.0101 1.4649 1.5323  0.108
H: 9.7021 1.4467 1.9729  0.113
H: 9.3655 0.8135 -0.4367  0.077
H: 10.4668 2.2323 -0.2758  0.087
H: 8.7177 2.5343 -0.6902  0.076
H: 9.7963 5.4659 3.0465  0.070
H: 8.3838 5.7072 4.1451  0.094
H: 8.2340 5.7948 2.2860  0.080
O: -4.2494 4.4619 -3.2223  -0.281
S: -4.3810 3.2109 -2.5580  0.505
O: -3.2750 2.6257 -1.9067  -0.265
O: -5.5854 3.1900 -1.5700  -0.291
C: -6.9702 3.7061 -1.8960  -0.200
C: -7.2399 4.7259 -0.8396  -0.061
C: -4.8569 2.0010 -3.8046  -0.088
H: -7.5652 2.7820 -1.9320  0.130
H: -6.9348 4.1329 -2.8981  0.110
H: -6.5666 5.5421 -0.9920  0.077
H: -6.9384 4.1585 0.0662  0.094
H: -8.3041 5.0194 -0.7384  0.097
H: -4.9628 1.0618 -3.3102  0.024
H: -3.9904 2.0080 -4.4621  0.079
H: -5.7655 2.3702 -4.2807  0.070
O: -4.8379 -2.2937 2.7318  -0.249
S: -4.2248 -2.6274 1.5130  0.538
O: -4.7916 -3.6313 0.6675  -0.298
O: -4.2504 -1.3230 0.6141  -0.241
C: -4.2043 -0.0364 1.2832  -0.238
C: -5.3082 0.8082 0.8029  -0.054
C: -2.6139 -3.1264 1.7575  -0.130
H: -3.2381 0.3926 0.9950  0.087
H: -4.1262 -0.1329 2.3834  0.107
H: -5.5902 0.5549 -0.1951  0.054
H: -5.0871 1.8808 0.8606  0.078
H: -6.2650 0.6880 1.3015  0.089
H: -2.0200 -3.3083 0.8655  0.080
H: -2.5921 -3.8820 2.5618  0.097
H: -2.1380 -2.3444 2.3587  0.061
O: -4.0218 -1.8151 -4.3939  -0.269
S: -4.3698 -1.8886 -3.0177  0.522
O: -4.1890 -0.7558 -2.2169  -0.262
O: -5.8771 -2.3702 -3.0300  -0.230
C: -6.4392 -2.4362 -1.6488  -0.220
C: -7.8754 -2.9882 -1.7519  -0.058
C: -3.4834 -3.2187 -2.3063  -0.090
H: -6.4444 -1.4498 -1.2636  0.089
H: -5.9257 -3.1682 -1.0086  0.083
H: -7.7854 -4.0893 -1.8285  0.081
H: -8.3583 -2.6561 -2.6981  0.086
H: -8.4863 -2.7959 -0.8612  0.081
H: -3.5399 -4.1103 -2.9241  0.090
H: -3.8711 -3.4371 -1.3490  0.020
H: -2.4645 -2.9647 -2.2928  0.057
O: 0.2581 -1.4442 -0.7729  -0.270
S: 0.0127 -0.3452 0.1026  0.533
O: -0.7042 -0.5359 1.3209  -0.296
O: 1.4079 0.1978 0.5598  -0.231
C: 2.3084 0.4234 -0.5869  -0.262
C: 3.3866 1.3879 -0.1358  -0.048
C: -0.8472 0.9301 -0.7802  -0.113
H: 1.8113 0.7400 -1.4935  0.077
H: 2.8030 -0.5269 -0.8560  0.106
H: 2.8375 2.2671 0.1645  0.052
H: 4.1654 1.6222 -0.8829  0.103
H: 3.7331 0.9894 0.8190  0.073
H: -0.6438 1.9901 -0.4737  0.078
H: -1.9134 0.6214 -0.8040  0.070
H: -0.3644 0.7901 -1.7747  0.064

=====

# C4H6O2

The molecule C4H6O2 (ωB97M-V/def2-TZVPD, the Open Molecules 2025 dataset).

**SMILES**: O=C1CCOC1
**Multiplicity**: 1
**Gap between HOMO and LUMO**: 10.632 eV

Each line ends with the natural charge from an NBO analysis.
Atoms and positions in Å:
O: -2.0427 -0.9854 -0.5916  -0.519
C: -0.9926 -0.4427 -0.3561  0.584
C: -0.4923 0.0727 0.9758  -0.562
C: 0.9826 0.4028 0.7167  -0.065
O: 1.1265 0.5322 -0.6992  -0.521
C: 0.0989 -0.1628 -1.3635  -0.187
H: -0.6648 -0.7045 1.7219  0.246
H: -1.0606 0.9661 1.2527  0.245
H: 1.2940 1.3592 1.1519  0.194
H: 1.6445 -0.3848 1.1124  0.170
H: 0.4474 -1.1218 -1.7788  0.201
H: -0.3410 0.4689 -2.1421  0.214

=====

# C41H45ClN6O11SSiTi

A structure of composition C41H45ClN6O11SSiTi (ωB97M-V/def2-TZVPD, the Open Molecules 2025 dataset).

**<S²>**: 0.7695
**Multiplicity**: 2
**Net charge**: -1
**Gap between HOMO and LUMO (alpha / beta)**: 6.913 / 6.673 eV

Each line ends with the Löwdin charge.
Atoms and positions in Å:
Ti: 1.0286 -0.0299 0.5331  0.932
O: 2.6410 -1.7791 0.8071  -0.180
C: 2.2919 -3.1465 0.7859  -0.149
C: 0.8170 -3.2566 1.0260  -0.229
C: 0.2413 -4.4658 1.3980  -0.014
C: -1.1317 -4.5409 1.5199  -0.056
C: -1.8887 -3.4067 1.2590  -0.044
C: -1.2321 -2.2428 0.9156  -0.086
N: 0.1006 -2.1553 0.8171  0.092
H: 3.4184 -1.6449 0.2498  0.091
H: 2.8467 -3.6890 1.5571  0.136
H: 2.5160 -3.5817 -0.1964  0.118
H: 0.8753 -5.3220 1.5879  0.120
H: -1.6074 -5.4688 1.8119  0.108
H: -2.9673 -3.4093 1.3325  0.112
H: -1.7922 -1.3504 0.6957  0.095
O: -1.0234 0.7449 -0.0682  -0.098
C: -1.8654 1.2532 0.9801  -0.290
C: -1.2707 0.6588 2.2903  -0.575
O: -1.9443 0.6065 3.3024  0.083
O: -0.0445 0.2974 2.1799  -0.157
C: -3.3089 0.8177 0.7571  -0.133
C: -3.6730 0.1195 -0.3853  -0.031
C: -5.0015 -0.2328 -0.6041  -0.084
C: -5.9745 0.1084 0.3191  -0.100
C: -5.6135 0.8109 1.4633  -0.077
C: -4.2946 1.1689 1.6800  -0.010
C: -1.8028 2.7800 1.0191  -0.128
C: -1.3870 3.4773 2.1444  -0.006
C: -1.3537 4.8659 2.1315  -0.074
C: -1.7254 5.5664 0.9954  -0.103
C: -2.1369 4.8733 -0.1353  -0.070
C: -2.1849 3.4896 -0.1180  -0.015
H: -0.9725 1.3565 -0.8464  0.056
H: -2.9066 -0.1573 -1.0986  0.094
H: -5.2738 -0.7744 -1.5019  0.093
H: -7.0086 -0.1644 0.1489  0.095
H: -6.3674 1.0858 2.1905  0.099
H: -4.0144 1.7149 2.5687  0.119
H: -1.0727 2.9431 3.0310  0.123
H: -1.0182 5.3970 3.0137  0.105
H: -1.6834 6.6486 0.9836  0.099
H: -2.4162 5.4091 -1.0337  0.105
H: -2.5196 2.9593 -0.9992  0.120
C: 2.3470 1.7974 3.7115  -0.213
Si: 2.8922 0.7174 2.2478  0.631
C: 4.4422 1.4995 1.4636  -0.210
C: 3.4812 -0.8117 3.2521  -0.288
C: 4.7918 -1.2596 3.3973  -0.104
C: 5.0992 -2.4043 4.1306  -0.112
C: 4.0927 -3.1293 4.7478  -0.124
C: 2.7744 -2.6950 4.6313  -0.104
C: 2.4807 -1.5567 3.8973  -0.114
H: 3.1647 1.8823 4.4354  0.024
H: 1.5016 1.3203 4.2138  0.020
H: 2.0422 2.7903 3.3968  0.004
H: 4.8831 2.2649 2.1085  0.022
H: 4.1809 1.9671 0.5123  0.006
H: 5.2162 0.7561 1.2489  0.009
H: 5.6017 -0.7134 2.9237  0.086
H: 6.1305 -2.7278 4.2192  0.090
H: 4.3287 -4.0192 5.3193  0.087
H: 1.9771 -3.2468 5.1175  0.095
H: 1.4454 -1.2350 3.8067  0.099
O: 3.2034 -2.5569 -1.8394  -0.327
Cl: 2.7173 -1.2539 -2.2134  0.688
O: 3.6725 -0.2506 -1.8681  -0.295
O: 2.3657 -1.2236 -3.5978  -0.303
O: 1.4808 -1.0314 -1.4173  -0.473
O: 1.4135 2.9613 1.1420  0.004
C: 1.4714 2.9551 -0.0792  -0.510
N: 1.4800 1.7780 -0.7634  -0.214
S: 1.0671 1.7424 -2.3457  0.957
O: -0.3968 1.9716 -2.4327  -0.427
O: 1.7526 3.1344 -2.9331  -0.216
C: 1.6243 4.2837 -2.2042  -0.265
C: 1.6591 5.4911 -2.8896  -0.006
C: 1.5793 6.6722 -2.1748  -0.082
C: 1.4627 6.6542 -0.7870  -0.085
C: 1.4240 5.4441 -0.1213  -0.016
C: 1.5042 4.2443 -0.8227  -0.068
H: 1.7477 5.4783 -3.9675  0.118
H: 1.6048 7.6165 -2.7045  0.099
H: 1.4022 7.5823 -0.2340  0.098
H: 1.3305 5.3857 0.9549  0.117
C: -1.1384 -1.4098 -3.3147  -0.159
N: -1.3219 -2.1068 -4.5953  -0.077
C: -0.3947 -3.2429 -4.6208  -0.163
N: -0.6329 -4.1804 -3.5138  -0.078
C: -0.4723 -3.4342 -2.2583  -0.165
N: -1.3914 -2.2959 -2.1693  -0.066
C: -2.7550 -2.8076 -2.2877  -0.181
N: -2.9850 -3.5397 -3.5408  -0.086
C: -2.6845 -2.6245 -4.6477  -0.186
C: -2.0178 -4.6406 -3.5963  -0.187
H: -1.8218 -0.5579 -3.2684  0.124
H: -0.1206 -1.0407 -3.2607  0.091
H: 0.6256 -2.8659 -4.5512  0.115
H: -0.5166 -3.7784 -5.5663  0.121
H: 0.5504 -3.0698 -2.1923  0.101
H: -0.6648 -4.1081 -1.4175  0.118
H: -3.4580 -1.9771 -2.2406  0.095
H: -2.9554 -3.4804 -1.4486  0.118
H: -3.3841 -1.7857 -4.6087  0.123
H: -2.8288 -3.1574 -5.5916  0.119
H: -2.1564 -5.1831 -4.5354  0.119
H: -2.2146 -5.3230 -2.7651  0.121

=====

In the order shown, the computed ΔE to the lowest compared entry with this formula, charge and spin values come out to 0.0; 90.0; 477.8 kJ/mol.